The following is a quantum chemistry calculation of 2 unconnected molecules or ions with the total composition CH4INS at a distorted geometry, from the OMol25 dataset.

Geometry as XYZ:
```
8
Properties=species:S:1:pos:R:3:forces:R:3:lowdin_charge:R:1
H 0.01960 0.54810 -1.11954 0.59 0.98 -0.11 -0.1061
H 1.80494 0.24258 0.90897 0.66 -0.67 -0.03 -0.0364
I -0.28316 1.57147 1.61363 -0.59 0.78 0.06 0.7504
H 0.37551 -0.87804 1.55505 0.25 -1.46 0.24 -0.0528
C 0.79579 -0.06240 1.04981 -0.34 1.25 -0.76 -0.6085
H -1.80237 0.06790 -1.22983 -1.17 -0.33 0.03 -0.1472
S -1.18002 -1.09434 -1.44552 -0.95 -0.15 -0.18 0.6804
N 0.26971 -0.39528 -1.33258 1.55 -0.40 0.75 -0.4798
```
Forces are in eV/Å.

Values from the calculation:
Net charge = 0
Electronic energy = -21523.746 eV
Multiplicity = 1
Molar mass = 189.0 g/mol
Relative energy (zero: lowest compared OMol25 entry of this formula, charge and spin) = 83.6 kcal/mol

=====

The following is a quantum chemistry calculation of 8 unconnected molecules or ions with the total composition C14H29F3O14 at a distorted geometry, from the OMol25 dataset.

Geometry as XYZ:
```
60
Properties=species:S:1:pos:R:3:forces:R:3:lowdin_charge:R:1
H -0.32569 -4.13040 3.25026 -0.58 -0.09 0.16 0.0619
H 0.26178 4.31956 -3.00417 -0.36 0.84 -1.01 0.1322
C -4.22104 -2.34757 0.00820 0.43 -1.66 -2.79 -0.1067
C 0.45225 4.80460 -2.06764 1.42 -0.98 -0.34 -0.3065
H 3.34804 2.31948 2.56712 0.28 -1.10 -0.51 0.1070
H -1.31160 -0.52966 1.68766 0.65 -0.31 -1.68 0.0041
C -0.57662 1.40881 -3.58791 1.90 5.94 1.67 -0.5893
H -0.34436 1.37917 2.66435 -0.55 0.57 -0.23 0.0789
C -0.87570 -3.78857 4.15660 1.77 0.09 -0.40 -0.1804
O 1.38409 0.93677 -0.06986 -0.36 -0.67 -0.25 0.0813
H 3.23554 -0.34834 -2.16441 0.56 -0.38 -2.00 0.1482
C 2.63502 1.13284 -0.73594 0.86 -0.91 0.20 -0.0316
C 0.63514 -4.00500 -0.63412 -0.18 -2.15 1.89 -0.1494
F -2.11966 -1.10690 -4.55566 0.25 0.63 0.88 0.0390
C -1.41876 -0.58860 -3.44570 -1.24 -1.27 -2.17 -0.2563
H -0.54702 3.04152 -1.32626 -0.34 -0.80 -0.32 0.0994
C 3.06829 -0.28969 -1.14356 -1.72 1.28 0.56 -0.2772
C 1.94620 4.18968 -0.51986 2.88 1.09 0.79 -0.5928
H -0.98769 4.57850 -0.49551 -0.55 -0.12 -0.31 0.1491
H -2.44527 -2.84577 -0.89748 -0.36 -0.26 0.39 0.0493
O -1.64360 -2.63551 3.87411 -0.45 -0.96 0.63 -0.1282
H -1.53509 -4.60694 4.49289 0.35 0.58 0.03 0.0805
H 3.38500 1.50888 -0.04224 -0.32 0.41 0.04 0.1184
O 0.19760 2.32542 -3.83362 -1.24 -1.34 -0.05 0.1264
O 1.84539 4.60200 -1.82465 -0.82 -0.64 0.99 0.1339
O -3.00127 -2.07837 -0.70351 0.05 0.41 0.58 -0.1397
F 4.12351 -0.77386 -0.49808 0.34 -0.35 0.79 0.1195
H -4.22686 -2.69100 0.99816 0.99 -0.08 1.69 0.0634
H 2.86523 -0.46412 2.48273 0.25 0.20 -0.51 0.0812
O 0.80011 3.85393 0.01762 -1.07 -0.34 -0.63 0.0874
H -2.43045 -0.01526 -1.58846 0.55 -0.04 0.05 0.1143
H -0.62431 -2.63110 -0.04893 0.20 0.35 0.17 0.0367
H -1.98032 1.64298 1.68010 1.29 0.01 1.52 0.1072
C 0.96288 -0.33572 -0.25664 -0.47 1.28 1.10 -0.4982
H -4.77981 -1.47797 -0.10525 -1.03 1.57 0.16 0.0576
H -4.76106 -3.13365 -0.53503 -0.11 0.08 -0.07 0.0840
H 0.00914 -3.61232 4.85868 -1.46 -0.11 -0.21 0.0886
H 0.69319 -4.61470 0.33445 0.70 0.59 -1.12 0.0967
O 1.89267 -1.05406 -0.88272 0.10 -0.71 -0.02 0.1312
H 0.54888 -4.76920 -1.42991 0.80 0.69 0.10 0.0929
C -0.22921 3.99792 -1.00670 0.48 1.44 2.04 -0.0045
O 2.98701 4.20946 0.09646 -0.90 -0.36 -0.83 0.1370
O 3.64446 1.49992 2.10992 -0.23 0.36 -0.10 -0.1347
F 0.26632 6.13967 -1.98393 -0.71 0.13 -0.19 0.0932
H -1.95875 1.48436 3.51658 0.33 0.24 -0.30 0.0807
C 3.44989 0.34365 2.92845 -0.90 1.27 -0.05 -0.1249
H -1.11315 -1.91134 3.55223 0.23 0.45 -0.17 0.0309
C -1.43156 1.19543 2.59894 -0.99 -0.40 -1.33 -0.1262
O -0.11580 -0.73026 0.13373 1.21 0.07 -0.68 0.1229
O -1.58055 1.57225 -2.70284 -0.09 -0.67 -0.33 0.0673
O -1.63871 -0.20442 2.49683 -0.66 -0.02 1.99 -0.1446
H 2.50481 1.74270 -1.62541 -0.09 0.19 0.06 0.1407
H 4.37094 0.01382 3.30943 1.40 -0.80 0.13 0.0622
O -0.62461 -3.42776 -0.58159 -1.40 0.77 -0.67 -0.1554
H -1.05693 -1.44563 -2.97106 0.99 -1.18 0.85 0.1498
H -3.30917 0.44033 -3.08986 2.04 -0.46 0.76 0.1886
H 1.44991 -3.27267 -0.66052 -0.12 -0.50 -0.48 0.0672
H 2.90819 0.66467 3.78148 -0.79 0.04 1.03 0.0669
C -2.24151 0.29959 -2.61105 -3.82 1.47 -0.34 -0.0437
O -0.41534 0.21846 -3.96692 0.63 -3.43 -1.15 0.2125
```
Forces are in eV/Å.

Values from the calculation:
Net charge = 0
Structure (SMILES) = O=C1OC[C@@H](F)O1.O=C1OC[C@@H](F)O1.O=C1OC[C@@H](F)O1.CO.CO.CO.CO.CO
Electronic energy = -51803.149 eV
Multiplicity = 1
Molar mass = 478.4 g/mol
Relative energy (zero: lowest compared OMol25 entry of this formula, charge and spin) = 6.6 kcal/mol

=====

The following is a quantum chemistry calculation of 2 unconnected molecules or ions with the total composition C6H11NO2 at a distorted geometry, from the OMol25 dataset.

Geometry as XYZ:
```
20
Properties=species:S:1:pos:R:3:forces:R:3:lowdin_charge:R:1
H 1.30227 -0.51691 2.49498 -0.12 -0.05 -0.05 0.0914
H -2.19639 1.82534 -0.72019 -0.17 -0.04 -0.03 0.0553
C 1.43572 -0.31284 1.43203 0.09 0.16 -0.57 -0.0022
H 0.07307 -0.80971 -3.14942 0.07 -0.01 0.04 0.0863
O -0.98120 -0.51807 0.73425 1.14 -1.30 -0.16 -0.1827
H -0.90916 1.23709 1.82423 -0.16 0.01 0.15 0.0821
N 0.53903 0.01810 -1.25486 -1.47 1.22 0.06 -0.0029
H -0.87472 2.68500 -1.68989 0.25 0.06 0.01 0.0616
C 0.84064 -0.84940 -2.37121 -0.24 -0.29 -0.18 -0.0721
H -1.12428 -0.24773 2.79860 -0.03 0.04 -0.01 0.0883
C 0.42212 -1.08412 0.62808 -1.96 -0.34 2.36 -0.4900
C -1.37782 0.24632 1.85587 0.58 0.00 0.07 -0.1168
H 1.80555 -0.56064 -2.79667 -0.12 -0.01 0.10 0.0844
O 0.51687 -2.23378 0.30819 -0.09 0.96 -0.42 0.1068
H 0.91188 -1.86992 -1.98073 0.04 0.12 -0.19 0.0742
C -1.22008 1.80624 -1.17311 -0.79 -0.40 0.56 0.0362
H -2.46307 0.34798 1.80373 0.11 0.01 -0.07 0.0921
H 2.42466 -0.65435 1.13542 0.00 0.03 0.02 0.0926
H 1.34586 0.75475 1.24527 0.03 0.01 0.09 0.0819
C -0.47095 0.73666 -1.12459 2.83 -0.17 -1.78 -0.1666
```
Forces are in eV/Å.

Values from the calculation:
Net charge = 0
Structure (SMILES) = COC(C)=O.C=C=NC
Electronic energy = -11982.548 eV
Multiplicity = 1
Molar mass = 129.2 g/mol
Relative energy (zero: lowest compared OMol25 entry of this formula, charge and spin) = 85.8 kcal/mol

=====

The following is a quantum chemistry calculation of a molecular structure, C4H6BrP at a distorted geometry, from the OMol25 dataset.

Geometry as XYZ:
```
12
Properties=species:S:1:pos:R:3:forces:R:3:lowdin_charge:R:1
C -1.02012 0.69200 -1.40939 -0.16 0.22 0.04 -0.3866
P -1.75047 1.49357 0.01396 -1.20 -1.41 -0.04 0.8964
C 0.33294 -0.30803 0.31251 -0.08 0.01 0.14 -0.2504
H 1.40650 -0.17395 0.47178 -0.04 -0.07 0.02 0.1149
C -0.48506 0.70726 1.11731 -0.23 -0.07 -0.11 -0.4175
C -0.01505 -0.14004 -1.12464 -0.02 0.17 0.18 -0.1556
H 0.53108 -0.69775 -1.87050 0.03 -0.05 -0.19 0.1081
H 0.08630 -1.32725 0.61632 0.06 -0.10 0.02 0.1194
H -0.95064 0.27671 2.00416 -0.03 0.07 -0.02 0.0755
H -1.39544 0.87500 -2.40323 -0.01 -0.04 -0.13 0.0596
H 0.14699 1.53429 1.46074 -0.09 0.03 -0.03 0.0756
Br -4.02794 -0.29582 0.03384 1.77 1.23 0.11 -0.2394
```
Forces are in eV/Å.

Values from the calculation:
Net charge = 0
Electronic energy = -83575.714 eV
Multiplicity = 1
Molar mass = 165.0 g/mol
Relative energy (zero: lowest compared OMol25 entry of this formula, charge and spin) = 8.4 kcal/mol